1.
{"formula": "C28H66Br10N2O8", "method": "wB97M-V/def2-TZVPD", "smiles": "C[N+](=O)[O-].C[N+](=O)[O-].BrCCBr.BrCCBr.BrCCBr.BrCCBr.BrCCBr.CCOCC.CCOCC.CCOCC.CCOCC", "e_homo_ev": -9.57, "fmax_ev_per_a": 4.53, "gap_ev": 9.76, "relative_energy_kcal_mol": 0.0, "total_energy_ev": -749885.3480, "symbols": ["C", "N", "O", "O", "H", "H", "H", "C", "N", "O", "O", "H", "H", "H", "Br", "C", "C", "Br", "H", "H", "H", "H", "Br", "C", "C", "Br", "H", "H", "H", "H", "Br", "C", "C", "Br", "H", "H", "H", "H", "Br", "C", "C", "Br", "H", "H", "H", "H", "Br", "C", "C", "Br", "H", "H", "H", "H", "C", "C", "O", "C", "C", "H", "H", "H", "H", "H", "H", "H", "H", "H", "H", "C", "C", "O", "C", "C", "H", "H", "H", "H", "H", "H", "H", "H", "H", "H", "C", "C", "O", "C", "C", "H", "H", "H", "H", "H", "H", "H", "H", "H", "H", "C", "C", "O", "C", "C", "H", "H", "H", "H", "H", "H", "H", "H", "H", "H"], "positions_angstrom": [[5.45, 1.92, -0.30], [4.21, 1.59, 0.43], [3.30, 2.38, 0.38], [4.15, 0.52, 0.94], [6.29, 1.74, 0.37], [5.42, 2.97, -0.52], [5.48, 1.29, -1.19], [-3.42, 4.24, 0.56], [-2.76, 5.04, -0.49], [-1.70, 5.53, -0.20], [-3.29, 5.13, -1.52], [-4.49, 4.27, 0.43], [-3.07, 4.65, 1.49], [-3.04, 3.23, 0.42], [-3.88, 1.81, -1.94], [-3.76, 0.86, -3.65], [-3.09, -0.44, -3.47], [-2.74, -1.20, -5.23], [-3.32, 1.54, -4.36], [-4.78, 0.70, -3.98], [-3.70, -1.10, -2.86], [-2.12, -0.38, -3.00], [-2.19, -5.54, 5.62], [-1.70, -4.23, 4.27], [-0.23, -4.07, 4.32], [0.40, -2.75, 3.04], [-2.17, -3.26, 4.43], [-2.05, -4.61, 3.32], [0.28, -5.01, 4.12], [0.07, -3.76, 5.31], [2.48, 4.92, 6.28], [1.81, 3.98, 4.72], [2.36, 2.60, 4.72], [1.45, 1.57, 3.32], [2.11, 4.53, 3.84], [0.73, 3.95, 4.79], [2.23, 2.13, 5.69], [3.40, 2.47, 4.45], [-2.06, -0.94, -0.02], [-0.43, -0.19, 0.71], [-0.06, 1.16, 0.19], [0.25, 1.15, -1.71], [0.37, -0.90, 0.48], [-0.61, -0.22, 1.78], [0.89, 1.43, 0.63], [-0.80, 1.89, 0.48], [-2.58, 1.01, 3.84], [-1.40, 0.23, 5.17], [-0.99, 1.26, 6.21], [-2.42, 1.78, 7.40], [-0.49, -0.11, 4.67], [-1.92, -0.60, 5.63], [-0.62, 2.16, 5.73], [-0.18, 0.88, 6.83], [0.47, -2.20, -4.05], [0.29, -2.92, -2.72], [1.33, -2.62, -1.81], [1.33, -3.48, -0.68], [2.43, -3.07, 0.27], [-0.18, -2.65, -4.79], [0.25, -1.13, -3.99], [1.50, -2.29, -4.42], [-0.70, -2.64, -2.31], [0.24, -4.00, -2.94], [0.34, -3.49, -0.19], [1.47, -4.52, -1.02], [3.41, -3.27, -0.15], [2.33, -3.63, 1.20], [2.36, -2.01, 0.50], [-4.35, -2.11, 2.57], [-5.07, -1.74, 3.81], [-4.13, -1.93, 4.88], [-4.59, -2.49, 6.10], [-3.48, -2.37, 7.12], [-5.01, -2.05, 1.69], [-3.52, -1.44, 2.36], [-3.96, -3.13, 2.60], [-5.38, -0.69, 3.92], [-5.94, -2.40, 3.90], [-5.47, -1.96, 6.50], [-4.84, -3.55, 5.94], [-3.83, -2.88, 8.02], [-3.34, -1.33, 7.40], [-2.55, -2.79, 6.74], [1.38, 1.42, -7.76], [0.38, 1.10, -6.65], [0.11, 2.30, -5.98], [-0.87, 2.11, -5.05], [-0.99, 3.32, -4.21], [1.77, 0.54, -8.25], [0.87, 2.06, -8.48], [2.20, 2.00, -7.33], [-0.54, 0.67, -7.10], [0.76, 0.33, -5.96], [-1.83, 1.99, -5.59], [-0.69, 1.18, -4.50], [-1.82, 3.26, -3.51], [-1.09, 4.14, -4.92], [-0.09, 3.47, -3.61], [6.46, -1.45, -3.31], [4.98, -1.15, -3.15], [4.90, 0.23, -2.79], [3.56, 0.66, -2.75], [3.15, 1.27, -4.06], [6.67, -2.26, -4.00], [6.96, -0.54, -3.65], [6.84, -1.72, -2.32], [4.47, -1.27, -4.12], [4.52, -1.72, -2.36], [2.91, -0.13, -2.40], [3.47, 1.47, -2.00], [2.11, 1.62, -3.99], [3.18, 0.54, -4.87], [3.72, 2.16, -4.32]], "lowdin_charge": [0.05, -0.48, 0.03, 0.07, 0.10, 0.10, 0.07, 0.02, -0.51, 0.07, 0.07, 0.10, 0.10, 0.05, 0.69, -0.67, -0.71, 0.69, 0.02, 0.06, 0.06, -0.02, 0.69, -0.71, -0.70, 0.77, 0.03, 0.06, 0.06, 0.05, 0.64, -0.71, -0.67, 0.76, 0.06, 0.04, 0.05, 0.05, 0.69, -0.71, -0.67, 0.81, 0.03, -0.02, -0.01, 0.06, 0.68, -0.67, -0.72, 0.64, -0.01, 0.02, 0.02, 0.07, -0.10, -0.29, -0.17, -0.30, -0.11, 0.04, 0.03, 0.08, 0.09, 0.12, 0.10, 0.12, 0.07, 0.03, 0.06, -0.11, -0.27, -0.23, -0.28, -0.09, 0.08, -0.02, 0.07, 0.11, 0.12, 0.12, 0.11, 0.08, 0.05, 0.04, -0.06, -0.29, -0.14, -0.39, -0.08, 0.07, 0.08, 0.07, 0.12, 0.10, 0.11, 0.07, 0.04, 0.09, 0.06, -0.06, -0.25, -0.20, -0.32, -0.06, 0.07, 0.08, 0.08, 0.12, 0.11, 0.09, 0.09, 0.05, 0.07, 0.09]}

=====

2.
{"formula": "C28H66NbO", "method": "wB97M-V/def2-TZVPD", "e_homo_ev": -5.01, "fmax_ev_per_a": 3.55, "charge": -1, "gap_ev": 7.42, "relative_energy_kcal_mol": 13.1, "total_energy_ev": -33700.1676, "symbols": ["C", "C", "Nb", "O", "C", "C", "H", "H", "H", "H", "H", "H", "H", "H", "H", "H", "C", "C", "C", "C", "C", "C", "H", "H", "H", "H", "H", "H", "H", "H", "H", "H", "H", "H", "H", "H", "C", "C", "C", "C", "C", "C", "H", "H", "H", "H", "H", "H", "H", "H", "H", "H", "H", "H", "H", "H", "C", "C", "C", "C", "C", "C", "H", "H", "H", "H", "H", "H", "H", "H", "H", "H", "H", "H", "H", "H", "C", "C", "C", "C", "C", "C", "H", "H", "H", "H", "H", "H", "H", "H", "H", "H", "H", "H", "H", "H"], "positions_angstrom": [[4.30, 2.73, -4.57], [3.79, 2.22, -3.60], [2.96, 0.58, -2.27], [4.62, -0.59, -2.42], [5.01, -1.05, -3.69], [4.31, -2.32, -4.13], [4.82, 3.18, -5.35], [2.05, -0.24, -3.64], [2.20, -0.50, -1.02], [3.75, 1.46, -0.84], [1.53, 1.68, -1.99], [4.91, -0.30, -4.46], [6.07, -1.29, -3.63], [4.22, -3.03, -3.33], [3.34, -2.10, -4.54], [4.90, -2.77, -4.92], [1.74, -1.63, 5.87], [0.70, -0.88, 5.05], [0.65, -1.32, 3.59], [1.93, -1.07, 2.79], [2.41, 0.38, 2.77], [1.41, 1.32, 2.10], [2.75, -1.45, 5.49], [1.72, -1.30, 6.91], [1.56, -2.70, 5.85], [0.88, 0.20, 5.12], [-0.29, -1.05, 5.50], [-0.18, -0.80, 3.10], [0.41, -2.39, 3.55], [1.78, -1.41, 1.77], [2.74, -1.70, 3.20], [3.35, 0.42, 2.22], [2.62, 0.73, 3.78], [1.22, 1.01, 1.07], [1.81, 2.34, 2.07], [0.46, 1.35, 2.63], [4.52, 7.38, 1.82], [5.10, 7.36, 0.41], [4.23, 6.61, -0.60], [4.02, 5.13, -0.30], [5.30, 4.31, -0.18], [6.12, 4.28, -1.47], [4.42, 6.37, 2.23], [5.16, 7.95, 2.50], [3.53, 7.84, 1.83], [6.10, 6.93, 0.43], [5.22, 8.39, 0.07], [4.66, 6.72, -1.59], [3.25, 7.10, -0.65], [3.40, 4.69, -1.08], [3.45, 5.02, 0.63], [5.03, 3.28, 0.08], [5.93, 4.68, 0.64], [5.53, 3.87, -2.29], [7.00, 3.65, -1.35], [6.46, 5.28, -1.76], [-2.46, -1.63, 0.50], [-3.15, -0.66, 1.46], [-3.38, -1.25, 2.85], [-4.29, -2.48, 2.89], [-5.69, -2.26, 2.31], [-6.50, -1.20, 3.06], [-3.06, -2.52, 0.33], [-2.30, -1.15, -0.47], [-1.49, -1.93, 0.89], [-4.10, -0.33, 1.03], [-2.53, 0.23, 1.56], [-3.78, -0.47, 3.50], [-2.41, -1.53, 3.27], [-4.39, -2.81, 3.93], [-3.82, -3.31, 2.36], [-6.23, -3.21, 2.35], [-5.62, -1.99, 1.26], [-6.62, -1.48, 4.11], [-7.49, -1.10, 2.63], [-6.02, -0.22, 3.02], [-5.08, -5.42, -4.80], [-4.23, -4.66, -3.79], [-4.89, -4.52, -2.41], [-6.20, -3.74, -2.40], [-6.11, -2.32, -2.96], [-5.17, -1.43, -2.16], [-6.03, -4.91, -4.99], [-4.56, -5.51, -5.75], [-5.31, -6.42, -4.43], [-3.98, -3.67, -4.19], [-3.28, -5.18, -3.66], [-4.18, -4.05, -1.73], [-5.07, -5.52, -2.01], [-6.57, -3.70, -1.37], [-6.96, -4.29, -2.97], [-7.11, -1.88, -2.94], [-5.80, -2.34, -4.00], [-5.48, -1.37, -1.11], [-5.15, -0.42, -2.57], [-4.14, -1.80, -2.18]], "lowdin_charge": [-0.10, -0.37, 1.07, -0.50, -0.43, -0.12, -0.03, -0.15, -0.16, -0.14, -0.19, 0.08, 0.09, 0.07, 0.03, 0.06, -0.12, -0.27, -0.24, -0.22, -0.27, -0.11, 0.06, 0.06, 0.07, 0.10, 0.10, 0.08, 0.11, 0.10, 0.10, 0.10, 0.09, 0.05, 0.06, 0.06, -0.12, -0.28, -0.23, -0.22, -0.28, -0.11, 0.06, 0.06, 0.07, 0.10, 0.10, 0.10, 0.11, 0.11, 0.10, 0.07, 0.09, 0.04, 0.07, 0.06, -0.10, -0.26, -0.23, -0.23, -0.27, -0.11, 0.06, 0.07, 0.07, 0.09, 0.11, 0.10, 0.09, 0.11, 0.10, 0.10, 0.08, 0.07, 0.07, 0.06, -0.12, -0.27, -0.23, -0.23, -0.27, -0.10, 0.06, 0.07, 0.07, 0.10, 0.11, 0.09, 0.11, 0.11, 0.10, 0.10, 0.10, 0.06, 0.07, 0.06]}